No. 1
{"formula": "C8H14O", "method": "ωB97M-V/def2-TZVPD", "de_lowest_kj_mol": 278.6, "spin_multiplicity": 1, "elements": ["C", "C", "C", "C", "C", "C", "C", "C", "O", "H", "H", "H", "H", "H", "H", "H", "H", "H", "H", "H", "H", "H", "H"], "coordinates": [[-1.557, -1.421, -0.425], [1.583, 2.668, 1.200], [-0.864, 1.531, -0.500], [0.878, -1.834, 0.920], [-1.303, -1.821, -1.859], [1.633, 1.176, 0.902], [-0.006, 0.475, 0.074], [0.055, -0.761, 0.353], [2.654, 0.563, 1.098], [-2.377, -0.719, -0.301], [-1.726, -2.271, 0.231], [2.454, 2.973, 1.782], [1.581, 3.221, 0.258], [0.669, 2.908, 1.747], [-1.569, 1.915, 0.242], [-0.253, 2.364, -0.847], [-1.416, 1.162, -1.362], [1.793, -1.420, 1.359], [1.149, -2.548, 0.142], [0.325, -2.366, 1.695], [-2.172, -2.323, -2.300], [-1.069, -0.955, -2.479], [-0.464, -2.516, -1.932]], "nbo_charge": [-0.411, -0.743, -0.669, -0.679, -0.627, 0.594, -0.057, 0.076, -0.571, 0.193, 0.193, 0.231, 0.232, 0.225, 0.228, 0.227, 0.230, 0.261, 0.228, 0.223, 0.208, 0.201, 0.206]}


No. 2
{"formula": "C8H14O2P", "method": "ωB97M-V/def2-TZVPD", "charge": -1, "smiles": "CC1=C(C)[P@](=O)([O-])[C@@H](C)[C@@H]1C", "de_lowest_kj_mol": 62.0, "spin_multiplicity": 1, "elements": ["C", "C", "C", "C", "P", "O", "O", "C", "C", "C", "C", "H", "H", "H", "H", "H", "H", "H", "H", "H", "H", "H", "H", "H", "H"], "coordinates": [[-2.044, 1.444, 0.159], [-0.723, 0.659, 0.058], [0.502, 1.153, -0.006], [0.860, 2.501, 0.470], [1.827, -0.040, -0.201], [2.774, -0.051, 0.936], [2.407, -0.150, -1.848], [0.632, -1.479, -0.035], [0.761, -2.155, 1.465], [-0.804, -0.819, -0.318], [-0.969, -1.012, -1.792], [-2.907, 0.912, 0.535], [-2.347, 1.854, -0.880], [-1.901, 2.338, 0.805], [0.235, 2.673, 1.371], [0.846, 3.351, -0.155], [1.870, 2.355, 0.927], [0.928, -2.341, -0.668], [-0.169, -1.878, 2.031], [1.612, -1.603, 1.875], [0.994, -3.229, 1.428], [-1.518, -1.499, 0.247], [-0.128, -0.462, -2.238], [-1.932, -0.450, -2.076], [-0.805, -2.073, -2.092]], "nbo_charge": [-0.654, 0.035, -0.385, -0.649, 2.093, -1.152, -1.161, -0.559, -0.641, -0.255, -0.622, 0.208, 0.212, 0.211, 0.194, 0.209, 0.241, 0.223, 0.181, 0.253, 0.190, 0.187, 0.254, 0.178, 0.209]}


No. 3
{"formula": "C8H14O2Si", "method": "ωB97M-V/def2-TZVPD", "de_lowest_kj_mol": 418.2, "spin_multiplicity": 1, "elements": ["C", "C", "C", "C", "C", "C", "C", "C", "O", "O", "Si", "H", "H", "H", "H", "H", "H", "H", "H", "H", "H", "H", "H", "H", "H"], "coordinates": [[1.460, -0.249, 0.685], [0.646, 1.975, 0.117], [-0.150, 1.109, -0.940], [-0.813, 0.605, 1.266], [0.510, -1.322, 0.130], [0.685, 0.946, 1.214], [-0.896, 0.086, -0.162], [1.074, -2.123, -0.993], [2.664, -0.271, 0.655], [1.160, 1.413, 2.569], [-2.455, -0.554, -1.010], [1.588, 2.169, -0.272], [0.002, 2.793, 0.352], [-0.899, 1.684, -1.427], [0.373, 0.618, -1.756], [-1.156, -0.125, 2.032], [-1.396, 1.522, 1.388], [0.188, -1.990, 0.977], [1.519, -3.023, -0.646], [1.808, -1.698, -1.622], [0.396, -2.500, -1.666], [2.074, 1.470, 2.602], [-2.504, -1.883, -0.244], [-2.153, -0.880, -2.329], [-3.724, 0.227, -0.918]], "nbo_charge": [0.570, -0.416, -0.466, -0.450, -0.263, 0.150, -0.344, -0.658, -0.543, -0.718, 0.909, 0.226, 0.220, 0.207, 0.221, 0.230, 0.216, 0.240, 0.229, 0.222, 0.220, 0.474, -0.161, -0.173, -0.142]}


No. 4
{"formula": "C8H14OSSi", "method": "ωB97M-V/def2-TZVPD", "smiles": "C[C@@H](c1cccs1)[Si](C)(C)O", "spin_multiplicity": 1, "total_energy_ev": -29283.3969, "elements": ["C", "C", "C", "C", "C", "C", "S", "Si", "C", "C", "O", "H", "H", "H", "H", "H", "H", "H", "H", "H", "H", "H", "H", "H", "H"], "coordinates": [[-0.365, 2.151, -0.571], [-0.012, 0.664, -0.947], [1.392, 0.235, -0.532], [2.200, 0.497, 0.571], [3.438, -0.240, 0.559], [3.381, -1.140, -0.418], [2.053, -1.089, -1.404], [-1.209, -0.760, 0.084], [-2.676, -0.687, -1.225], [-1.588, -0.109, 1.847], [-0.944, -2.412, 0.466], [-1.469, 2.217, -0.689], [-0.029, 2.412, 0.464], [0.072, 2.858, -1.276], [-0.208, 0.500, -1.959], [1.919, 1.115, 1.398], [4.323, -0.139, 1.127], [4.333, -1.680, -0.609], [-3.520, -1.344, -0.810], [-3.161, 0.325, -1.244], [-2.507, -1.090, -2.220], [-2.120, -0.787, 2.605], [-0.820, 0.573, 2.316], [-2.344, 0.589, 1.649], [-0.140, -2.661, 0.817]], "nbo_charge": [-0.610, -0.569, -0.215, -0.297, -0.248, -0.470, 0.462, 1.822, -1.130, -1.156, -1.070, 0.210, 0.212, 0.216, 0.222, 0.218, 0.225, 0.239, 0.235, 0.235, 0.245, 0.255, 0.245, 0.230, 0.491]}


No. 5
{"formula": "C8H14Se", "method": "ωB97M-V/def2-TZVPD", "smiles": "C[Se][C@H](C)C#CC(C)C", "de_lowest_kj_mol": 129.0, "spin_multiplicity": 1, "elements": ["C", "Se", "C", "C", "C", "C", "C", "C", "C", "H", "H", "H", "H", "H", "H", "H", "H", "H", "H", "H", "H", "H", "H"], "coordinates": [[2.600, -1.964, -0.514], [3.352, -0.215, 0.060], [1.775, 1.097, -0.181], [2.025, 2.137, 0.914], [0.541, 0.382, -0.105], [-0.516, -0.189, -0.121], [-1.948, -0.371, -0.085], [-2.386, -0.797, 1.342], [-2.603, 0.852, -0.570], [2.571, -2.670, 0.367], [1.586, -1.986, -0.785], [3.224, -2.573, -1.229], [1.943, 1.477, -1.246], [2.184, 1.706, 1.893], [1.062, 2.726, 0.993], [2.939, 2.695, 0.849], [-2.346, -1.174, -0.763], [-2.285, 0.016, 1.993], [-1.922, -1.593, 1.810], [-3.476, -1.024, 1.412], [-3.556, 0.638, -0.184], [-2.173, 1.721, -0.126], [-2.521, 0.869, -1.631]], "nbo_charge": [-0.802, 0.220, -0.373, -0.629, -0.054, 0.022, -0.283, -0.587, -0.579, 0.218, 0.234, 0.225, 0.248, 0.226, 0.220, 0.226, 0.217, 0.203, 0.218, 0.200, 0.208, 0.208, 0.214]}


No. 6
{"formula": "C8H15AsBrI2OTm", "method": "ωB97M-V/def2-TZVPD", "charge": 2, "spin_multiplicity": 3, "total_energy_ev": -187173.8571, "elements": ["C", "C", "I", "C", "I", "As", "C", "C", "O", "C", "C", "C", "Br", "H", "H", "H", "H", "H", "H", "H", "H", "H", "H", "H", "H", "H", "H", "H", "Tm"], "coordinates": [[3.741, 1.324, -0.501], [2.400, 0.822, -0.842], [1.724, 1.449, -2.678], [1.603, 0.010, -0.069], [2.347, -0.511, 1.759], [-0.325, -0.701, -0.363], [0.277, -2.721, -0.137], [-0.078, -3.213, 1.236], [-1.222, -3.158, 1.639], [-1.116, 1.132, -0.506], [-2.432, 1.176, 0.251], [-2.507, 2.436, 1.085], [-1.368, 2.257, 2.634], [3.752, 1.661, 0.525], [4.007, 2.164, -1.115], [4.474, 0.542, -0.634], [-0.154, -0.838, -1.980], [-1.828, -1.318, -0.562], [-0.547, -0.661, 1.164], [1.320, -2.870, -0.375], [-0.376, -3.315, -0.782], [0.728, -3.631, 1.846], [-1.283, 1.339, -1.554], [-0.403, 1.831, -0.100], [-3.261, 1.204, -0.442], [-2.567, 0.308, 0.885], [-2.131, 3.271, 0.521], [-3.519, 2.666, 1.366], [-1.257, -2.654, -2.273]], "nbo_charge": [-0.719, -0.104, 0.447, -0.489, 0.576, 0.932, -0.781, 0.397, -0.479, -0.684, -0.454, -0.415, 0.005, 0.262, 0.263, 0.276, -0.306, -0.256, -0.046, 0.257, 0.059, 0.160, 0.223, 0.234, 0.229, 0.225, 0.219, 0.245, 1.725]}


No. 7
{"formula": "C8H15ClFeI2N2OP", "method": "ωB97M-V/def2-TZVPD", "charge": 2, "de_lowest_kj_mol": 0.0, "spin_multiplicity": 6, "elements": ["I", "I", "Fe", "P", "C", "C", "H", "H", "H", "C", "H", "H", "H", "H", "H", "H", "C", "O", "Cl", "C", "N", "C", "C", "N", "C", "H", "H", "H", "H", "H", "H"], "coordinates": [[-1.949, -2.111, -0.861], [-1.534, 2.331, -1.013], [1.026, -0.262, 0.022], [0.415, -0.129, -2.495], [-1.277, -0.109, -3.242], [1.239, 1.282, -3.321], [2.180, -1.711, -2.740], [1.412, -1.479, -4.350], [0.606, -2.462, -3.115], [1.229, -1.577, -3.268], [2.197, 1.427, -2.810], [1.404, 1.154, -4.404], [-1.318, -0.111, -4.345], [-1.835, 0.758, -2.835], [0.633, 2.183, -3.183], [-1.842, -0.998, -2.864], [-2.148, 0.152, -0.015], [-3.120, 0.262, 0.712], [3.122, -0.320, -0.443], [-0.890, 0.963, 4.911], [-0.204, 0.267, 3.829], [0.847, -0.630, 3.911], [1.206, -0.988, 2.670], [0.376, -0.285, 1.784], [-0.467, 0.468, 2.528], [-1.493, 0.314, 5.547], [-0.171, 1.483, 5.539], [-1.559, 1.701, 4.468], [1.254, -0.920, 4.848], [1.985, -1.694, 2.370], [-1.324, 1.040, 2.163]], "nbo_charge": [0.257, 0.210, 1.560, 0.902, -0.986, -0.961, 0.261, 0.286, 0.259, -0.963, 0.262, 0.285, 0.293, 0.247, 0.258, 0.246, 0.248, -0.492, -0.399, -0.420, -0.269, -0.014, -0.091, -0.743, 0.248, 0.252, 0.249, 0.235, 0.265, 0.264, 0.250]}


No. 8
{"formula": "C8H15ClI2N2OPPdS", "method": "ωB97M-V/def2-TZVPD", "charge": 3, "de_lowest_kj_mol": 168.9, "spin_multiplicity": 5, "elements": ["I", "I", "Pd", "P", "C", "C", "H", "H", "H", "C", "H", "H", "H", "H", "H", "H", "C", "O", "Cl", "C", "N", "C", "C", "N", "C", "S", "H", "H", "H", "H", "H", "H"], "coordinates": [[4.204, 2.369, -0.564], [2.570, -2.424, -0.657], [1.153, -0.451, -0.284], [-0.046, -0.186, -2.344], [0.984, -0.100, -3.860], [-1.167, -1.570, -2.751], [-1.787, 1.315, -1.680], [-1.613, 1.261, -3.465], [-0.442, 2.179, -2.478], [-1.083, 1.299, -2.512], [-1.916, -1.633, -1.961], [-1.638, -1.379, -3.717], [0.344, -0.098, -4.734], [1.646, -0.968, -3.893], [-0.589, -2.493, -2.786], [1.583, 0.810, -3.847], [2.680, -0.170, -1.513], [3.289, 0.147, -2.459], [-1.258, -0.514, 0.345], [-0.349, -1.577, 3.924], [-0.490, -0.167, 3.641], [-1.502, 0.631, 4.112], [-1.348, 1.849, 3.499], [-0.243, 1.753, 2.687], [0.322, 0.522, 2.776], [1.714, -0.045, 2.092], [-0.586, -2.189, 3.046], [0.686, -1.788, 4.228], [-1.029, -1.855, 4.734], [-2.225, 0.267, 4.819], [-1.942, 2.752, 3.606], [0.079, 2.452, 1.999]], "nbo_charge": [0.933, 0.208, 0.442, 1.271, -0.957, -0.952, 0.279, 0.294, 0.254, -0.962, 0.284, 0.288, 0.295, 0.261, 0.272, 0.250, 0.330, -0.464, -0.489, -0.437, -0.266, 0.087, 0.103, -0.477, 0.224, 0.089, 0.259, 0.258, 0.265, 0.295, 0.295, 0.468]}


No. 9
{"formula": "C8H15ClNO2", "method": "ωB97M-V/def2-TZVPD", "charge": 1, "de_lowest_kj_mol": 82.1, "spin_multiplicity": 1, "elements": ["C", "C", "C", "C", "C", "C", "C", "C", "N", "O", "O", "Cl", "H", "H", "H", "H", "H", "H", "H", "H", "H", "H", "H", "H", "H", "H", "H"], "coordinates": [[-0.864, 3.032, -2.475], [-0.780, 1.783, -2.043], [-0.950, 1.749, -0.563], [-0.502, 0.573, -2.882], [0.894, -1.885, 0.109], [1.863, -0.331, 1.739], [-0.003, -1.802, 2.357], [-0.405, 0.001, 1.011], [0.583, -1.013, 1.290], [-1.574, 2.435, 0.175], [-0.284, 0.595, -0.148], [-2.456, -0.875, 1.012], [-0.901, 3.419, -3.484], [-1.147, 3.844, -1.889], [-0.819, 0.754, -3.807], [0.561, 0.314, -2.910], [-1.050, -0.292, -2.527], [-0.059, -1.991, -0.385], [1.510, -1.520, -0.700], [1.148, -2.842, 0.542], [1.623, -0.054, 2.834], [2.692, -1.048, 1.656], [2.067, 0.571, 1.260], [-0.782, -1.220, 2.980], [-0.540, -2.654, 1.986], [0.701, -2.257, 2.999], [-0.524, 0.713, 1.864]], "nbo_charge": [-0.247, -0.145, 0.782, -0.620, -0.424, -0.398, -0.446, 0.466, -0.293, -0.486, -0.551, -0.246, 0.216, 0.216, 0.235, 0.221, 0.222, 0.247, 0.260, 0.241, 0.238, 0.254, 0.243, 0.276, 0.259, 0.241, 0.240]}


What did the eighth record say?
{"formula": "C8H15ClI2N2OPPdS", "method": "ωB97M-V/def2-TZVPD", "charge": 3, "de_lowest_kj_mol": 168.9, "spin_multiplicity": 5, "elements": ["I", "I", "Pd", "P", "C", "C", "H", "H", "H", "C", "H", "H", "H", "H", "H", "H", "C", "O", "Cl", "C", "N", "C", "C", "N", "C", "S", "H", "H", "H", "H", "H", "H"], "coordinates": [[4.204, 2.369, -0.564], [2.570, -2.424, -0.657], [1.153, -0.451, -0.284], [-0.046, -0.186, -2.344], [0.984, -0.100, -3.860], [-1.167, -1.570, -2.751], [-1.787, 1.315, -1.680], [-1.613, 1.261, -3.465], [-0.442, 2.179, -2.478], [-1.083, 1.299, -2.512], [-1.916, -1.633, -1.961], [-1.638, -1.379, -3.717], [0.344, -0.098, -4.734], [1.646, -0.968, -3.893], [-0.589, -2.493, -2.786], [1.583, 0.810, -3.847], [2.680, -0.170, -1.513], [3.289, 0.147, -2.459], [-1.258, -0.514, 0.345], [-0.349, -1.577, 3.924], [-0.490, -0.167, 3.641], [-1.502, 0.631, 4.112], [-1.348, 1.849, 3.499], [-0.243, 1.753, 2.687], [0.322, 0.522, 2.776], [1.714, -0.045, 2.092], [-0.586, -2.189, 3.046], [0.686, -1.788, 4.228], [-1.029, -1.855, 4.734], [-2.225, 0.267, 4.819], [-1.942, 2.752, 3.606], [0.079, 2.452, 1.999]], "nbo_charge": [0.933, 0.208, 0.442, 1.271, -0.957, -0.952, 0.279, 0.294, 0.254, -0.962, 0.284, 0.288, 0.295, 0.261, 0.272, 0.250, 0.330, -0.464, -0.489, -0.437, -0.266, 0.087, 0.103, -0.477, 0.224, 0.089, 0.259, 0.258, 0.265, 0.295, 0.295, 0.468]}


Repeat the ninth record exactly.
{"formula": "C8H15ClNO2", "method": "ωB97M-V/def2-TZVPD", "charge": 1, "de_lowest_kj_mol": 82.1, "spin_multiplicity": 1, "elements": ["C", "C", "C", "C", "C", "C", "C", "C", "N", "O", "O", "Cl", "H", "H", "H", "H", "H", "H", "H", "H", "H", "H", "H", "H", "H", "H", "H"], "coordinates": [[-0.864, 3.032, -2.475], [-0.780, 1.783, -2.043], [-0.950, 1.749, -0.563], [-0.502, 0.573, -2.882], [0.894, -1.885, 0.109], [1.863, -0.331, 1.739], [-0.003, -1.802, 2.357], [-0.405, 0.001, 1.011], [0.583, -1.013, 1.290], [-1.574, 2.435, 0.175], [-0.284, 0.595, -0.148], [-2.456, -0.875, 1.012], [-0.901, 3.419, -3.484], [-1.147, 3.844, -1.889], [-0.819, 0.754, -3.807], [0.561, 0.314, -2.910], [-1.050, -0.292, -2.527], [-0.059, -1.991, -0.385], [1.510, -1.520, -0.700], [1.148, -2.842, 0.542], [1.623, -0.054, 2.834], [2.692, -1.048, 1.656], [2.067, 0.571, 1.260], [-0.782, -1.220, 2.980], [-0.540, -2.654, 1.986], [0.701, -2.257, 2.999], [-0.524, 0.713, 1.864]], "nbo_charge": [-0.247, -0.145, 0.782, -0.620, -0.424, -0.398, -0.446, 0.466, -0.293, -0.486, -0.551, -0.246, 0.216, 0.216, 0.235, 0.221, 0.222, 0.247, 0.260, 0.241, 0.238, 0.254, 0.243, 0.276, 0.259, 0.241, 0.240]}